Here is C3H5HgLiO4 as an isolated structure at a distorted geometry from the OMol25 dataset. Energies are from wB97M-V/def2-TZVPD.

Positions of all 14 atoms, in Å:
O  3.158  -1.182  -0.403
C  2.395  -0.486  -1.139
O  1.436  -1.322  -1.665
O  2.095  0.708  -1.011
Li  2.748  -2.784  -1.373
C  -1.494  0.376  0.145
C  -1.358  1.652  0.938
H  0.481  -0.874  -1.513
H  -1.857  0.504  -0.892
H  -0.800  1.469  1.872
H  -0.848  2.431  0.353
H  -2.346  2.055  1.231
O  -2.026  -0.705  0.837
Hg  -1.584  -1.842  2.620

Calculated values
HOMO level (spin up / spin down), eV: -6.8 / -9.0
E_LUMO (spin up / spin down), eV: -0.821 / -2.648
E_tot, eV: -15758.938
Spin multiplicity: 3
Energy relative to the best compared isomer or geometry (same formula, charge and spin), kcal/mol: 13.99

Here is C23H32N6O2 in the gas phase at a distorted geometry from the OMol25 dataset. Energies are from wB97M-V/def2-TZVPD.

Positions of all 63 atoms, in Å:
C  1.651  5.309  4.164
C  1.486  5.654  2.680
N  1.471  4.542  1.752
C  0.357  3.631  1.909
C  0.297  2.710  0.693
N  1.530  1.955  0.597
C  1.518  0.970  -0.473
C  0.503  -0.093  -0.232
N  0.747  -1.114  0.570
C  -0.376  -1.856  0.555
C  -1.336  -1.276  -0.259
C  -2.630  -1.857  -0.439
O  -3.556  -1.411  -1.095
N  -2.743  -3.061  0.259
C  -3.997  -3.787  0.140
C  -1.785  -3.685  1.046
O  -2.008  -4.755  1.571
N  -0.589  -3.026  1.211
C  0.462  -3.607  2.015
N  -0.743  -0.137  -0.764
C  -1.347  0.746  -1.730
C  -1.651  0.058  -3.066
C  -0.450  -0.667  -3.685
C  -0.116  -1.958  -2.987
C  1.132  -2.163  -2.414
C  1.419  -3.340  -1.744
C  0.464  -4.335  -1.647
C  -0.774  -4.154  -2.240
C  -1.060  -2.978  -2.908
C  2.653  2.864  0.471
C  2.703  3.785  1.687
H  2.593  4.795  4.340
H  0.838  4.675  4.507
H  1.645  6.223  4.752
H  2.302  6.314  2.373
H  0.546  6.197  2.542
H  -0.568  4.208  1.977
H  0.454  3.003  2.811
H  -0.537  2.015  0.811
H  0.128  3.327  -0.209
H  2.496  0.481  -0.468
H  1.366  1.437  -1.464
H  -4.441  -3.922  1.126
H  -4.656  -3.203  -0.497
H  -3.815  -4.769  -0.295
H  0.745  -2.910  2.804
H  1.333  -3.804  1.391
H  0.082  -4.532  2.442
H  -0.673  1.590  -1.886
H  -2.288  1.120  -1.315
H  -1.999  0.832  -3.752
H  -2.470  -0.644  -2.915
H  0.423  -0.008  -3.680
H  -0.693  -0.888  -4.728
H  1.886  -1.392  -2.484
H  2.393  -3.474  -1.296
H  0.680  -5.251  -1.118
H  -1.520  -4.934  -2.182
H  -2.027  -2.848  -3.372
H  3.573  2.278  0.419
H  2.572  3.480  -0.443
H  3.540  4.479  1.586
H  2.858  3.163  2.584

Calculated values
HOMO level, eV: -8.2
E_LUMO, eV: 0.671
E_tot, eV: -37408.077
Spin multiplicity: 1
SMILES: CCN1CCN(Cc2nc3c(c(=O)n(C)c(=O)n3C)n2CCCc2ccccc2)CC1
Energy relative to the best compared isomer or geometry (same formula, charge and spin), kcal/mol: 30.41

Here is C12H18O3Si in the gas phase at a distorted geometry from the OMol25 dataset. Energies are from wB97M-V/def2-TZVPD.

Positions of all 34 atoms, in Å:
C  -2.781  -2.801  2.700
O  -2.589  -2.523  1.384
Si  -1.670  -1.246  1.042
C  -1.804  -1.099  -0.946
O  -0.048  -1.316  1.441
C  0.576  -2.616  1.379
O  -2.303  0.239  1.596
C  -1.625  1.446  1.378
C  -0.405  1.324  0.520
C  -0.080  2.072  -0.502
C  1.172  1.911  -1.290
C  1.889  0.663  -1.323
C  3.150  0.591  -1.952
C  3.622  1.724  -2.608
C  2.829  2.930  -2.659
C  1.688  3.057  -1.955
H  -3.209  -1.882  3.118
H  -3.432  -3.603  2.831
H  -1.796  -2.860  3.181
H  -1.547  -0.075  -1.325
H  -0.973  -1.787  -1.307
H  -2.784  -1.417  -1.193
H  0.720  -2.840  0.295
H  1.454  -2.769  1.873
H  -0.202  -3.267  1.818
H  -2.282  2.184  0.881
H  -1.346  1.750  2.383
H  0.283  0.534  0.838
H  -0.818  2.843  -0.796
H  1.543  -0.248  -0.768
H  3.722  -0.359  -1.913
H  4.626  1.673  -3.049
H  3.219  3.745  -3.228
H  1.198  4.026  -1.840

Calculated values
HOMO level, eV: -8.3
E_LUMO, eV: 0.782
E_tot, eV: -26757.224
Spin multiplicity: 1
SMILES: CO[Si](C)(OC)OC/C=C/c1ccccc1
Energy relative to the best compared isomer or geometry (same formula, charge and spin), kcal/mol: 9.20